Entry 1:
{
  "formula": "C2H3NO2S",
  "method": "wB97M-V/def2-TZVPD",
  "elements": ["C", "C", "S", "N", "O", "O", "H", "H", "H"],
  "xyz": [[-1.098, -1.997, 0.323], [-0.354, -1.112, 0.017], [0.731, 0.197, -0.031], [-0.270, 1.552, 0.054], [1.528, 0.093, -1.799], [1.531, 0.059, 1.175], [-1.432, -2.955, 0.637], [-0.551, 1.701, -0.844], [-0.086, 2.463, 0.468]],
  "forces_ev_per_a": [[0.72, -0.66, 0.06], [-0.41, 0.88, -0.15], [3.43, 0.51, -4.07], [0.73, -1.58, 1.85], [-3.06, 0.54, 6.38], [-0.54, 0.56, -1.30], [-0.63, -0.01, -0.06], [-1.20, 0.50, -3.26], [0.96, -0.75, 0.55]],
  "homo_lumo_gap_ev": 10.14,
  "lumo_ev": 0.0386,
  "total_energy_ha": -681.1911,
  "smiles": "C#CS(N)(=O)=O",
  "homo_ev": -10.103,
  "charge": 0
}

---

Entry 2:
{
  "formula": "C27H56Cl36N",
  "method": "wB97M-V/def2-TZVPD",
  "elements": ["C", "C", "C", "C", "C", "C", "C", "C", "N", "C", "H", "H", "H", "H", "H", "H", "H", "H", "H", "H", "H", "H", "H", "H", "H", "H", "H", "H", "H", "H", "C", "Cl", "Cl", "H", "H", "C", "Cl", "Cl", "H", "H", "C", "Cl", "Cl", "H", "H", "C", "Cl", "Cl", "H", "H", "C", "Cl", "Cl", "H", "H", "C", "Cl", "Cl", "H", "H", "C", "Cl", "Cl", "H", "H", "C", "Cl", "Cl", "H", "H", "C", "Cl", "Cl", "H", "H", "C", "Cl", "Cl", "H", "H", "C", "Cl", "Cl", "H", "H", "C", "Cl", "Cl", "H", "H", "C", "Cl", "Cl", "H", "H", "C", "Cl", "Cl", "H", "H", "C", "Cl", "Cl", "H", "H", "C", "Cl", "Cl", "H", "H", "C", "Cl", "Cl", "H", "H", "C", "Cl", "Cl", "H", "H"],
  "xyz": [[3.414, -1.844, -0.014], [3.115, -2.396, 1.401], [2.655, -1.256, 2.367], [2.193, -3.632, 1.433], [0.824, -3.493, 0.717], [-0.319, -2.920, 1.599], [-1.627, -3.388, 0.790], [-2.419, -2.105, 0.348], [-1.294, -1.102, 0.309], [-0.583, -1.399, 1.581], [3.656, -0.775, 0.049], [4.307, -2.348, -0.407], [2.608, -1.985, -0.738], [4.082, -2.725, 1.809], [1.835, -1.580, 3.016], [3.521, -0.902, 2.927], [2.263, -0.417, 1.767], [2.028, -3.998, 2.457], [2.730, -4.447, 0.919], [0.515, -4.528, 0.458], [0.847, -2.935, -0.230], [-0.383, -3.355, 2.598], [-1.347, -3.791, -0.187], [-2.250, -4.031, 1.411], [-3.132, -1.674, 1.056], [-2.867, -2.156, -0.647], [-1.566, -0.124, 0.417], [-0.629, -1.249, -0.451], [-1.383, -1.297, 2.340], [0.164, -0.694, 1.951], [2.418, -1.385, -3.858], [3.374, 0.098, -3.864], [0.995, -1.221, -2.813], [2.085, -1.600, -4.868], [3.032, -2.200, -3.488], [-5.152, 1.172, 1.807], [-3.658, 1.981, 2.303], [-5.068, 0.656, 0.114], [-5.305, 0.302, 2.436], [-5.980, 1.863, 1.922], [-0.299, -6.816, -1.785], [0.684, -5.352, -1.847], [-1.715, -6.637, -0.742], [-0.635, -7.047, -2.790], [0.321, -7.613, -1.392], [0.443, 2.346, -4.935], [0.404, 3.384, -6.364], [-0.522, 0.882, -5.170], [1.467, 2.055, -4.743], [0.046, 2.897, -4.090], [-2.154, 1.299, 5.738], [-0.585, 0.604, 6.173], [-3.489, 0.406, 6.481], [-2.191, 2.328, 6.080], [-2.266, 1.265, 4.663], [-4.598, 4.379, -0.657], [-4.156, 5.680, 0.453], [-6.186, 4.647, -1.378], [-3.858, 4.326, -1.449], [-4.620, 3.446, -0.107], [1.184, -9.145, 1.682], [0.410, -7.680, 2.332], [1.267, -9.164, -0.094], [2.191, -9.211, 2.080], [0.599, -10.002, 1.997], [4.428, 3.910, -2.554], [3.975, 4.549, -0.971], [3.000, 3.443, -3.481], [4.969, 4.671, -3.103], [5.055, 3.035, -2.412], [-6.030, 3.485, 5.169], [-6.651, 1.877, 4.782], [-5.349, 4.279, 3.739], [-6.840, 4.094, 5.554], [-5.254, 3.379, 5.919], [2.734, 7.664, -5.251], [4.275, 6.947, -4.765], [1.377, 6.969, -4.358], [2.770, 8.730, -5.056], [2.586, 7.482, -6.310], [4.320, 3.982, -7.643], [4.315, 5.747, -7.766], [4.975, 3.386, -6.107], [3.301, 3.623, -7.743], [4.932, 3.589, -8.447], [2.329, -1.368, 8.478], [2.077, -0.499, 6.965], [3.305, -2.832, 8.240], [2.841, -0.714, 9.175], [1.362, -1.657, 8.874], [1.043, -5.809, -5.971], [1.258, -4.438, -4.874], [-0.473, -6.661, -5.655], [1.032, -5.443, -6.991], [1.868, -6.500, -5.832], [-8.042, 0.468, -2.718], [-7.151, 1.991, -2.603], [-9.476, 0.478, -1.686], [-8.352, 0.318, -3.747], [-7.393, -0.343, -2.405], [4.333, -6.526, 6.287], [3.815, -5.968, 7.895], [2.966, -7.020, 5.270], [4.862, -5.721, 5.788], [4.989, -7.379, 6.421], [3.176, 5.679, 2.749], [3.355, 7.016, 3.888], [1.662, 4.801, 3.011], [3.180, 6.076, 1.739], [4.005, 4.993, 2.881], [6.880, 8.076, -9.287], [6.573, 6.790, -10.461], [5.376, 8.749, -8.643], [7.460, 7.669, -8.466], [7.433, 8.869, -9.777], [-10.350, 1.822, 6.027], [-9.484, 3.363, 6.090], [-11.804, 1.854, 7.027], [-10.635, 1.624, 5.000], [-9.693, 1.039, 6.390]],
  "forces_ev_per_a": [[0.50, -0.29, 0.32], [0.08, 0.28, 0.67], [-0.31, -0.17, -0.98], [0.15, 0.13, -1.09], [0.17, -0.43, 1.66], [-1.25, -0.29, -2.45], [-0.63, 1.41, 0.04], [0.59, -0.03, 0.05], [0.76, 0.45, 1.15], [-0.48, -0.97, 2.60], [-0.09, -0.24, -0.13], [-0.25, 0.10, -0.10], [0.00, 0.10, 0.20], [-0.26, -0.08, -0.13], [0.44, 0.01, 0.27], [-0.32, 0.10, 0.19], [0.20, -0.09, 0.29], [0.05, 0.25, -0.15], [-0.13, 0.18, 0.10], [0.14, 0.84, 0.24], [0.24, -0.16, 0.14], [0.38, 0.33, -0.06], [0.04, -0.75, 0.57], [0.05, -0.22, -0.51], [0.03, -0.33, -0.08], [-0.01, -0.16, 0.25], [-0.31, 0.01, -0.84], [-0.25, 0.20, -0.40], [0.23, 0.24, -0.25], [0.26, -0.07, -1.04], [0.37, -0.02, -0.11], [-0.06, -0.16, -0.06], [-0.24, -0.14, 0.07], [-0.13, 0.12, 0.05], [-0.05, 0.06, 0.11], [-0.11, -0.05, 0.12], [0.25, -0.34, -0.21], [0.04, -0.09, -0.03], [0.06, 0.02, -0.04], [0.09, 0.09, -0.06], [-0.03, -0.21, -0.29], [0.01, -0.17, -0.07], [0.00, -0.04, 0.01], [-0.05, 0.12, 0.02], [-0.22, 0.28, -0.05], [-0.03, 0.10, -0.04], [0.07, 0.03, 0.05], [-0.06, -0.04, 0.00], [-0.04, -0.16, -0.15], [-0.08, 0.00, -0.08], [0.09, 0.10, 0.06], [-0.37, 0.16, -0.14], [-0.05, 0.06, -0.09], [0.03, -0.07, 0.09], [-0.05, -0.09, -0.05], [0.03, -0.01, -0.04], [0.08, -0.05, 0.05], [0.11, 0.23, 0.08], [-0.04, 0.11, -0.01], [-0.05, 0.03, 0.04], [-0.10, -0.02, 0.16], [0.18, -0.20, -0.19], [0.23, -0.28, 0.49], [-0.01, 0.13, -0.10], [-0.05, 0.07, -0.06], [0.10, -0.05, -0.01], [0.08, 0.02, 0.06], [0.03, 0.21, 0.30], [-0.12, 0.11, -0.03], [-0.11, -0.02, 0.06], [0.12, 0.18, 0.06], [0.00, -0.15, 0.01], [-0.21, 0.24, 0.23], [-0.08, -0.08, -0.10], [0.03, -0.06, -0.09], [-0.02, 0.08, -0.07], [0.03, 0.18, 0.26], [-0.03, 0.01, -0.03], [0.03, -0.05, 0.11], [0.03, -0.13, 0.05], [-0.13, -0.02, -0.25], [0.02, -0.40, -0.19], [0.14, 0.04, -0.21], [0.00, 0.06, 0.13], [0.07, 0.06, 0.07], [0.10, -0.17, 0.23], [0.33, -0.02, -0.06], [-0.20, 0.30, 0.07], [0.05, -0.01, -0.09], [0.02, -0.05, -0.08], [0.10, -0.06, -0.14], [0.09, 0.13, -0.34], [0.02, -0.02, -0.03], [-0.10, 0.05, 0.05], [-0.05, 0.01, 0.11], [0.04, -0.06, -0.13], [-0.09, -0.30, -0.10], [0.01, -0.07, -0.01], [-0.06, 0.08, 0.04], [-0.02, 0.06, 0.08], [0.05, -0.01, 0.18], [0.13, -0.27, -0.35], [0.08, 0.06, 0.04], [-0.12, 0.05, 0.05], [-0.10, -0.02, 0.02], [0.13, 0.05, -0.05], [0.05, -0.02, -0.05], [-0.01, -0.08, -0.07], [-0.11, 0.04, 0.05], [-0.06, -0.01, 0.10], [0.11, -0.03, 0.03], [0.08, 0.02, -0.03], [0.03, 0.17, 0.01], [-0.12, -0.06, 0.01], [-0.11, 0.00, -0.05], [-0.01, -0.16, -0.03], [-0.08, 0.12, 0.02], [0.02, -0.06, -0.04], [-0.04, 0.11, 0.02], [0.01, 0.09, 0.08]],
  "homo_lumo_gap_ev": 9.45,
  "lumo_ev": -2.3962,
  "total_energy_ha": -17683.7156,
  "homo_ev": -11.849,
  "charge": 1
}

---

Entry 3:
{
  "formula": "C6H12O",
  "method": "wB97M-V/def2-TZVPD",
  "elements": ["C", "C", "C", "C", "C", "C", "O", "H", "H", "H", "H", "H", "H", "H", "H", "H", "H", "H", "H"],
  "xyz": [[2.155, 1.681, -0.930], [1.041, 1.676, -0.200], [-0.313, 1.021, -0.466], [-0.337, -0.361, -1.054], [-0.698, -1.566, -0.156], [-0.623, -1.328, 1.352], [-1.590, -0.411, 1.834], [2.290, 1.391, -1.954], [3.038, 1.915, -0.305], [1.062, 2.050, 0.818], [-0.865, 1.719, -1.097], [-0.921, 1.195, 0.422], [0.667, -0.503, -1.500], [-0.861, -0.352, -2.055], [-0.012, -2.406, -0.346], [-1.732, -1.783, -0.453], [0.361, -0.896, 1.676], [-0.525, -2.270, 1.882], [-2.136, -0.773, 2.532]],
  "forces_ev_per_a": [[0.42, 0.29, 1.78], [-0.69, -1.19, 0.15], [-0.46, 2.33, 0.03], [1.35, -0.44, -2.03], [-0.27, 0.69, -0.07], [1.77, 0.76, 0.32], [-0.51, -0.09, -0.04], [-0.14, -0.34, -0.19], [-0.23, 0.35, -1.06], [0.53, 0.10, 0.00], [0.04, -0.01, -0.72], [0.25, -0.81, 0.27], [-0.03, -0.16, 0.69], [-0.38, -0.22, 1.36], [-0.48, 0.13, -0.27], [0.20, -0.67, 0.48], [-0.39, 0.02, -0.88], [-1.02, -0.42, 0.17], [0.03, -0.31, 0.03]],
  "homo_lumo_gap_ev": 10.12,
  "lumo_ev": 0.8638,
  "total_energy_ha": -310.9773,
  "smiles": "C=CCCCCO",
  "homo_ev": -9.259,
  "charge": 0
}

---

Entry 4:
{
  "formula": "C4H9N3O",
  "method": "wB97M-V/def2-TZVPD",
  "elements": ["C", "C", "C", "C", "H", "H", "H", "H", "H", "H", "H", "H", "H", "N", "N", "N", "O"],
  "xyz": [[-2.205, -0.236, -0.437], [-1.466, 0.954, -0.019], [0.154, 0.989, 0.042], [2.072, -0.276, -0.177], [-2.467, -2.409, 0.196], [-1.718, -1.092, 1.517], [-3.256, 0.028, -0.323], [-2.102, -0.443, -1.433], [-1.822, 1.837, -0.449], [-1.673, 0.942, 1.054], [-0.207, -1.121, -0.187], [2.497, 0.810, -0.199], [2.104, -1.938, 0.139], [-1.815, -1.544, 0.309], [0.615, -0.319, -0.049], [2.838, -1.228, -0.036], [0.731, 2.056, 0.208]],
  "forces_ev_per_a": [[-1.42, -2.27, 1.25], [3.19, -0.47, 2.54], [-3.24, -0.26, -0.52], [-1.12, 3.67, 0.57], [1.20, 2.54, 0.55], [-0.74, -2.55, -4.63], [-0.25, -0.31, 0.27], [0.49, -0.68, -2.78], [-0.54, 1.30, -0.60], [-0.14, 0.90, 0.37], [2.45, 1.55, 0.67], [-1.14, -1.96, -0.41], [1.26, -1.03, -0.04], [-0.31, 2.34, 3.52], [0.82, 1.41, -0.71], [-0.20, -2.52, 0.19], [-0.32, -1.68, -0.23]],
  "homo_lumo_gap_ev": 9.83,
  "lumo_ev": 0.3745,
  "total_energy_ha": -397.2260,
  "homo_ev": -9.451,
  "charge": 0
}

---

Entry 5:
{
  "formula": "C2H7N3O",
  "method": "wB97M-V/def2-TZVPD",
  "elements": ["C", "C", "N", "O", "N", "N", "H", "H", "H", "H", "H", "H", "H"],
  "xyz": [[-1.868, -0.086, 0.018], [-0.495, 0.375, -0.166], [-0.355, 1.613, -0.004], [0.970, 1.970, -0.154], [0.567, -0.629, -0.468], [1.793, -0.410, 0.161], [-2.429, 0.756, 0.413], [-2.299, -0.654, -0.833], [-1.794, -0.926, 0.766], [1.458, 1.142, -0.135], [0.231, -1.535, -0.236], [1.828, -0.822, 1.108], [2.394, -0.795, -0.469]],
  "forces_ev_per_a": [[-0.27, -2.81, 0.62], [0.51, -1.63, -0.38], [1.43, 0.31, -0.26], [-0.28, 2.08, -0.14], [-2.83, 1.93, 0.09], [-1.12, 0.45, 2.31], [-0.40, -0.32, -0.29], [0.03, 0.96, 0.07], [-0.45, 0.87, -0.07], [1.02, -0.10, 0.21], [-0.65, -0.76, -0.06], [0.25, 0.30, -0.82], [2.75, -1.27, -1.29]],
  "homo_lumo_gap_ev": 9.39,
  "lumo_ev": 0.6232,
  "total_energy_ha": -319.7948,
  "smiles": "C/C(=N/O)NN",
  "homo_ev": -8.770,
  "charge": 0
}

---

Entry 6:
{
  "formula": "C19H29FI2N2O3S2",
  "method": "wB97M-V/def2-TZVPD",
  "elements": ["C", "C", "C", "C", "C", "C", "C", "C", "C", "F", "C", "C", "C", "C", "I", "C", "N", "S", "N", "C", "C", "I", "H", "H", "H", "H", "H", "H", "H", "H", "H", "H", "H", "H", "H", "H", "H", "H", "H", "H", "H", "H", "H", "O", "S", "O", "O", "C", "C", "C", "H", "H", "H", "H", "H", "H", "H", "H"],
  "xyz": [[5.349, -1.917, 0.995], [5.866, -0.644, 0.220], [4.752, 0.160, -0.569], [5.344, 1.091, -1.737], [3.551, -0.689, -1.095], [2.100, -0.277, -0.798], [1.776, 1.042, 0.026], [1.652, 0.799, 1.586], [0.294, 1.271, 2.230], [-0.388, 2.279, 1.491], [0.933, -1.028, -1.271], [-0.559, -0.618, -1.020], [-1.222, -1.236, 0.301], [-2.561, -1.960, -0.167], [0.107, -2.566, 1.395], [1.114, -2.304, -2.068], [0.150, -3.164, -2.565], [1.064, -4.319, -3.362], [2.675, -3.896, -3.124], [2.526, -2.723, -2.382], [3.696, -1.904, -1.910], [5.638, -2.652, -2.539], [4.342, -1.680, 1.447], [5.234, -2.835, 0.364], [6.118, -2.169, 1.787], [6.337, 0.054, 0.967], [6.669, -0.901, -0.534], [4.314, 0.891, 0.176], [5.575, 2.087, -1.246], [4.528, 1.306, -2.478], [6.282, 0.681, -2.188], [2.600, 1.804, -0.111], [0.870, 1.490, -0.455], [1.844, -0.271, 1.895], [2.474, 1.391, 2.094], [0.535, 1.719, 3.236], [-0.420, 0.428, 2.426], [-1.131, -1.028, -1.907], [-0.732, 0.489, -1.026], [-1.562, -0.361, 0.924], [-3.195, -1.194, -0.704], [-2.314, -2.787, -0.896], [-3.158, -2.322, 0.709], [-5.210, 3.821, 0.339], [-5.059, 2.401, 0.213], [-5.409, 1.710, -0.993], [-5.796, 1.688, 1.452], [-7.178, 1.985, 1.683], [-8.082, 1.281, 0.688], [-3.407, 1.957, 0.652], [-7.344, 3.065, 1.673], [-7.410, 1.633, 2.690], [-7.934, 1.667, -0.321], [-9.131, 1.426, 0.953], [-7.866, 0.211, 0.661], [-3.145, 2.446, 1.588], [-2.748, 2.296, -0.145], [-3.349, 0.874, 0.748]],
  "forces_ev_per_a": [[0.37, 0.35, 0.15], [0.17, -0.13, -0.53], [-0.53, 0.45, 0.01], [-0.47, 0.45, 1.18], [-1.49, -2.64, -1.50], [-1.21, -1.02, -0.90], [0.84, -0.58, -0.64], [0.14, 0.61, 0.33], [0.40, -0.15, 1.03], [0.64, -0.89, 0.32], [1.53, 0.22, -0.17], [0.61, -0.70, -0.37], [-1.56, 0.71, -1.49], [0.49, 0.18, 0.19], [-0.78, 0.30, -0.10], [1.33, 0.53, 0.34], [3.64, 0.55, -0.04], [0.36, 0.47, 0.55], [-3.43, 2.59, 1.57], [0.64, 0.24, 0.15], [-0.96, 1.60, 1.17], [-1.27, 0.42, 0.10], [1.09, -0.36, -0.18], [0.05, 1.00, 0.41], [-1.09, 0.27, -0.68], [-0.50, -0.54, -0.74], [-0.79, 0.09, 1.08], [0.35, -1.01, -0.79], [0.03, -1.08, -0.68], [0.99, -0.37, 0.42], [-1.02, 0.26, 0.19], [-0.97, -0.92, -0.10], [0.73, -0.36, 0.84], [-0.40, 1.13, -0.57], [-0.89, -0.57, -0.64], [-0.37, -0.34, -1.02], [0.60, 0.76, -0.49], [0.61, 0.42, 1.03], [0.38, -0.96, 0.10], [0.82, -1.18, -0.12], [0.68, -0.71, 0.47], [-0.35, 0.80, 0.94], [0.61, 0.09, -0.81], [-0.23, -0.23, -0.25], [0.23, -0.44, 0.50], [-0.05, 0.38, 0.08], [0.58, 0.14, -0.22], [-0.90, 0.08, -0.03], [0.04, 0.00, -0.30], [-0.01, -0.02, 0.15], [0.19, -0.02, -0.07], [0.36, -0.01, -0.01], [-0.02, 0.00, 0.05], [0.08, 0.00, 0.09], [-0.04, 0.05, 0.08], [-0.01, -0.02, -0.07], [-0.12, 0.06, 0.00], [-0.09, 0.05, -0.01]],
  "homo_lumo_gap_ev": 7.38,
  "lumo_ev": -1.0601,
  "total_energy_ha": -2568.1246,
  "homo_ev": -8.438,
  "charge": 0
}